The following is a DFT calculation (wB97M-V/def2-TZVPD) of a 8-piece molecular cluster, C38H51N9O4S2 overall at a distorted geometry.

```
! wB97M-V def2-TZVPD RIJCOSX def2/J DEFGRID3
* xyz 0 1
C 0.050 -3.511 -1.330
C -0.080 -2.113 -1.349
C 1.080 -1.292 -0.840
C 1.383 0.030 -1.571
C 0.236 1.067 -1.573
N -0.611 1.036 -0.354
C -0.597 2.133 0.173
O -0.562 3.144 0.758
C -0.571 0.894 -2.872
N -1.855 1.568 -2.861
C -2.902 0.578 -2.571
C -4.271 1.204 -2.369
S 0.502 1.517 -4.197
O 0.020 1.046 -5.452
O 0.566 2.936 -4.114
O 1.965 0.956 -3.804
C 1.927 -0.229 -2.995
S 3.677 -0.753 -2.757
H 0.585 -4.064 -2.101
H -0.376 -4.066 -0.491
H -1.027 -1.701 -1.695
H 0.867 -1.089 0.212
H 1.958 -1.952 -0.853
H 2.215 0.495 -1.031
H 0.706 2.055 -1.665
H -0.743 -0.163 -3.119
H -2.034 2.055 -3.731
H -2.601 0.045 -1.667
H -2.970 -0.160 -3.388
H -4.997 0.429 -2.108
H -4.281 1.920 -1.545
H -4.662 1.687 -3.267
H 1.437 -1.075 -3.483
H 4.376 -0.258 -3.803
C 4.536 -3.378 -7.559
C 3.863 -4.061 -6.511
C 2.841 -3.254 -6.091
N 2.871 -2.109 -6.840
C 3.899 -2.178 -7.740
H 5.389 -3.728 -8.115
H 4.104 -5.033 -6.113
H 2.096 -3.394 -5.325
H 2.237 -1.336 -6.745
H 4.087 -1.372 -8.428
C -1.875 -0.925 4.326
C -1.886 0.037 5.373
C -1.456 1.224 4.839
N -1.183 1.016 3.516
C -1.441 -0.290 3.194
H -2.156 -1.963 4.398
H -2.177 -0.124 6.399
H -1.322 2.194 5.285
H -0.846 1.714 2.879
H -1.291 -0.651 2.190
C 2.166 2.367 8.220
C 2.648 1.204 8.876
C 2.000 0.128 8.325
N 1.146 0.596 7.367
C 1.244 1.956 7.293
H 2.463 3.386 8.405
H 3.385 1.163 9.662
H 2.073 -0.927 8.532
H 0.537 0.029 6.800
H 0.650 2.511 6.589
C -5.899 2.158 1.148
C -6.349 3.366 0.550
C -7.566 3.110 -0.021
N -7.867 1.793 0.204
C -6.858 1.207 0.919
H -4.977 2.004 1.685
H -5.838 4.313 0.543
H -8.241 3.747 -0.567
H -8.700 1.330 -0.108
H -6.910 0.170 1.201
C -4.485 6.714 -1.879
C -3.830 5.894 -0.921
C -2.739 5.342 -1.533
N -2.707 5.791 -2.824
C -3.765 6.633 -3.042
H -5.380 7.295 -1.732
H -4.127 5.727 0.100
H -1.986 4.668 -1.163
H -2.014 5.542 -3.506
H -3.914 7.097 -4.002
C 7.932 -7.940 -8.711
C 6.539 -7.827 -8.456
C 6.123 -6.635 -8.985
N 7.210 -6.022 -9.547
C 8.316 -6.814 -9.388
H 8.578 -8.756 -8.431
H 5.915 -8.539 -7.942
H 5.152 -6.170 -9.010
H 7.198 -5.131 -10.005
H 9.275 -6.507 -9.768
C -0.539 0.189 12.988
C 0.370 -0.601 13.742
C 1.415 -0.918 12.915
N 1.171 -0.354 11.692
C -0.014 0.325 11.730
H -1.470 0.609 13.330
H 0.268 -0.901 14.771
H 2.308 -1.494 13.091
H 1.770 -0.426 10.889
H -0.379 0.844 10.860
*
```

Its highest occupied orbital energy is -8.05 eV. As for the structure (SMILES): C=CC[C@@H]1[C@H](N=C=O)[C@@H](NCC)S(=O)(=O)O[C@H]1S.c1cc[nH]c1.c1cc[nH]c1.c1cc[nH]c1.c1cc[nH]c1.c1cc[nH]c1.c1cc[nH]c1.c1cc[nH]c1.

Here are the Löwdin charges for atoms 1 to 4, given in e: atom 1 (C): 0.014, atom 2 (C): -0.153, atom 3 (C): -0.164, atom 4 (C): -0.302